[1]
Entry from OMol25: a 2-piece molecular cluster, C7H14O3 overall at a distorted geometry (wB97M-V/def2-TZVPD).

Output
LUMO energy: 0.86 eV
Relative energy (zero: lowest compared OMol25 entry of this formula, charge and spin): 120.6 kJ/mol
SMILES: C=CC(C)(O)O.CC(C)=O
E_HOMO: -9.97 eV

```
! RIJCOSX wB97M-V def2-TZVPD def2/J DEFGRID3
* xyz 0 1
C -1.3835 -1.2208 -0.4977
C -2.0005 -0.8737 0.8283
C -0.8159 -2.6093 -0.6182
C 1.0860 0.0240 -0.0274
C 1.2483 -0.4618 1.1947
O -1.5306 -0.5059 -1.4783
H -0.6464 0.9222 -1.6579
H 1.4453 -0.4929 -0.9066
H -3.0829 -0.8227 0.7127
H -1.6597 0.1182 1.1223
H -1.7460 -1.5933 1.5998
H -0.0647 -2.7653 0.1540
H -0.3734 -2.7587 -1.6002
H -1.6134 -3.3337 -0.4670
H 0.9187 0.0864 2.0608
H 1.6838 -1.4308 1.3721
C 1.9296 2.3459 -0.2948
C 0.6634 1.4781 -0.3003
O -0.2167 1.8701 0.7389
O 0.0568 1.6288 -1.5358
H -0.5754 2.7318 0.4949
H 2.3785 2.3333 0.6944
H 1.6621 3.3658 -0.5642
H 2.6365 1.9643 -1.0247
*
```


[2]
Entry from OMol25: a 7-piece molecular cluster, C29H75N3O11 overall at a distorted geometry (wB97M-V/def2-TZVPD).

Output
LUMO energy: 0.40 eV
SMILES: COCCNCCOC.COCCNCCOC.COCCNCCOC.CC(C)O.CC(C)O.CC(C)O.OCCO
E_HOMO: -9.08 eV

```
! RIJCOSX wB97M-V def2-TZVPD def2/J DEFGRID3
* xyz 0 1
C 9.2995 19.0053 -3.1108
C 10.5901 18.8754 -3.8735
O 11.3455 20.0644 -3.9094
O 9.5271 18.9240 -1.7134
H 8.5637 18.2610 -3.4197
H 8.8907 19.9946 -3.3685
H 10.4199 18.4396 -4.8633
H 11.1639 18.1283 -3.3037
H 12.2453 19.9037 -4.1911
H 8.6937 18.8706 -1.2420
C 4.3295 7.8776 -0.9032
O 5.2897 8.5813 -1.6508
C 5.5460 8.0287 -2.9338
C 6.5087 8.9994 -3.6094
N 5.7637 10.2351 -3.9021
C 6.5797 11.3892 -4.2015
C 7.4034 11.1711 -5.4583
O 8.4346 12.1365 -5.5058
C 9.0751 12.2532 -6.7559
H 4.1111 8.2623 0.0835
H 4.5743 6.8085 -0.8344
H 3.4205 7.7979 -1.5185
H 4.5673 8.0686 -3.4400
H 5.8293 6.9723 -2.9207
H 6.9568 8.4725 -4.4486
H 7.2237 9.3120 -2.8357
H 5.1757 10.3724 -3.0907
H 7.2416 11.7226 -3.3894
H 5.8938 12.2106 -4.4226
H 6.7782 11.2047 -6.3573
H 7.9068 10.1955 -5.4493
H 10.0369 12.7661 -6.7595
H 8.3647 12.7250 -7.4385
H 9.3797 11.2506 -7.0879
C 3.3677 19.2604 -6.5800
O 2.8907 18.1566 -7.3383
C 3.1382 18.2773 -8.7150
C 2.2868 17.3321 -9.5568
N 0.8929 17.7758 -9.6814
C 0.7641 18.8321 -10.6954
C 0.6538 18.2808 -12.1166
O -0.2680 17.2256 -12.2436
C 0.3796 15.9646 -12.3644
H 3.0432 20.1668 -7.1025
H 4.4615 19.2300 -6.6017
H 2.9174 19.1930 -5.5962
H 4.2166 18.0799 -8.8358
H 2.9129 19.2883 -9.0826
H 2.3147 16.3429 -9.0891
H 2.7447 17.2156 -10.5390
H 0.6300 18.1812 -8.7891
H 1.5918 19.5538 -10.6796
H -0.1229 19.4433 -10.5229
H 1.6216 18.0337 -12.5744
H 0.3935 19.1255 -12.7683
H -0.4121 15.2204 -12.2943
H 1.1326 15.8874 -11.5829
H 0.8315 15.8014 -13.3494
C 7.5612 12.5590 -10.4272
O 8.1221 11.9934 -11.5919
C 8.3439 12.9123 -12.6470
C 9.0164 12.1480 -13.7666
N 8.0430 11.3262 -14.5314
C 8.7389 10.6689 -15.6177
C 7.7365 10.0890 -16.5804
O 8.4129 9.0584 -17.3258
C 7.7396 8.5211 -18.4395
H 7.1639 11.7480 -9.8181
H 6.6944 13.2038 -10.6153
H 8.3749 13.1205 -9.9543
H 9.0876 13.6249 -12.2585
H 7.4635 13.4427 -13.0150
H 9.8347 11.4940 -13.4338
H 9.5190 12.8273 -14.4619
H 7.6889 10.7213 -13.7958
H 9.4759 9.9021 -15.3333
H 9.3608 11.3095 -16.2502
H 7.5061 10.8317 -17.3490
H 6.8618 9.6371 -16.1106
H 7.9490 9.1337 -19.3173
H 6.6631 8.4819 -18.2525
H 8.0632 7.4997 -18.6235
C 8.9467 19.8449 -7.9767
C 9.4621 18.8051 -8.9844
C 10.4655 19.3245 -9.9815
O 10.2271 17.8512 -8.1899
H 9.7043 20.2238 -7.2893
H 8.2006 19.4415 -7.2889
H 8.5762 20.6742 -8.5909
H 8.6141 18.3132 -9.4722
H 10.6676 18.6935 -10.8471
H 11.4019 19.5928 -9.4920
H 10.1562 20.2587 -10.4706
H 9.5681 17.4024 -7.6396
C 10.3864 11.7032 -2.2902
C 11.2589 12.8670 -2.7616
C 12.5550 12.3136 -3.3506
O 10.5949 13.7101 -3.6822
H 9.5900 12.0998 -1.6490
H 10.9449 11.1213 -1.5567
H 10.0116 11.1839 -3.1713
H 11.5057 13.5088 -1.9045
H 13.2588 11.8950 -2.6305
H 13.1412 13.1740 -3.7057
H 12.4076 11.7057 -4.2438
H 9.7727 13.2581 -3.9166
C 6.6944 16.9223 -5.2424
C 7.4515 15.9589 -6.1171
C 7.0872 15.9711 -7.6077
O 8.8420 16.1672 -5.8981
H 6.7769 16.7885 -4.1603
H 5.6126 16.9542 -5.4074
H 7.0306 17.9598 -5.3467
H 7.2297 14.9350 -5.7936
H 6.0974 15.5047 -7.6821
H 7.7068 15.2451 -8.1382
H 7.0193 16.9161 -8.1441
H 9.2872 15.4493 -5.4411
*
```


[3]
Entry from OMol25: one molecule with the formula C4H8O2 (wB97M-V/def2-TZVPD).

Output
LUMO energy: 0.96 eV
Relative energy (zero: lowest compared OMol25 entry of this formula, charge and spin): 352.8 kJ/mol
E_HOMO: -8.59 eV

```
! RIJCOSX wB97M-V def2-TZVPD def2/J DEFGRID3
* xyz 0 1
C 2.2338 0.9194 0.3888
C 1.4701 -0.3599 0.2444
O 0.2434 -0.1416 0.6590
C -0.7137 -1.1134 0.1868
C -1.5961 -0.3507 -0.7821
O -2.4893 0.5146 -0.1179
H 1.6722 1.7709 0.7940
H 2.5384 1.1409 -0.6444
H 3.1647 0.7537 0.9387
H -0.1454 -1.9134 -0.2942
H -1.2910 -1.4889 1.0362
H -2.1988 -1.0356 -1.3827
H -0.9308 0.2039 -1.4640
H -1.9574 1.1001 0.4375
*
```


[4]
Entry from OMol25: a 2-piece molecular cluster, C3H4ClN overall at a distorted geometry (wB97M-V/def2-TZVPD).

Output
LUMO energy (alpha / beta): -0.28 / -0.28 eV
Relative energy (zero: lowest compared OMol25 entry of this formula, charge and spin): 512.4 kJ/mol
E_HOMO (alpha / beta): -8.66 / -8.67 eV

```
! RIJCOSX wB97M-V def2-TZVPD def2/J DEFGRID3
* xyz 0 1
C 1.8547 1.5096 -0.5754
C 1.7371 0.3275 -0.2862
C -1.1775 0.1041 -0.0885
N -1.1145 -1.0148 0.2733
Cl -2.4107 -1.9247 1.6951
H 1.9859 2.3603 -1.0734
H 1.3983 -0.5506 0.1948
H -1.7678 1.0141 -0.2673
H -0.5056 -1.8255 0.1276
*
```


[5]
Entry from OMol25: C36H47BrN6RuSSi as an isolated structure at a distorted geometry (wB97M-V/def2-TZVPD).

Output
LUMO energy (alpha / beta): -2.72 / -4.58 eV
Relative energy (zero: lowest compared OMol25 entry of this formula, charge and spin): 48.4 kJ/mol
Expectation value of S²: 8.84
E_HOMO (alpha / beta): -7.58 / -10.57 eV

```
! RIJCOSX wB97M-V def2-TZVPD def2/J DEFGRID3
* xyz 1 6
Ru 0.0752 -0.1052 0.1019
C -2.8776 1.1359 -2.8342
C -2.0226 0.3787 -2.0795
N -1.2861 0.9023 -1.0453
C -1.3827 2.2432 -0.7934
C -2.1567 3.1013 -1.6130
C -2.9598 2.5157 -2.6202
C -2.0521 4.4934 -1.4180
C -1.1719 5.0134 -0.4678
C -0.5233 4.1881 0.4124
C -0.6933 2.7705 0.3471
N -0.3276 1.8316 1.2522
C -0.0386 1.9869 2.5734
C 0.3186 3.1629 3.2483
C 0.7248 3.1457 4.5800
C 0.7491 1.9838 5.3132
C 0.2912 0.7849 4.7307
C 0.1595 -0.4185 5.4514
C -0.3925 -1.5142 4.8376
C -0.7830 -1.4166 3.5027
N -0.6172 -0.3188 2.7826
C -0.1046 0.7822 3.3697
H -3.4595 0.6599 -3.6117
H -1.9029 -0.6767 -2.2714
H -3.6021 3.1446 -3.2212
H -2.6301 5.1483 -2.0564
H -1.0115 6.0811 -0.4042
H 0.1625 4.6173 1.1222
H 0.3139 4.1105 2.7410
H 1.0268 4.0747 5.0447
H 1.0730 1.9822 6.3458
H 0.4611 -0.4473 6.4908
H -0.5438 -2.4406 5.3753
H -1.2778 -2.2388 2.9966
C 1.5603 -4.7259 2.4916
C 1.9861 -3.3049 2.2699
C 3.0934 -2.7510 2.8992
C 3.3866 -1.4135 2.6959
C 2.5802 -0.6786 1.8515
Br 2.9854 1.1457 1.5702
N 1.5036 -1.1796 1.2294
C 1.2283 -2.4760 1.4652
H 2.3965 -5.3460 2.8073
H 1.1237 -5.1581 1.5923
H 0.8011 -4.7536 3.2775
H 3.7114 -3.3493 3.5559
H 4.2304 -0.9398 3.1749
H 0.3293 -2.8489 0.9950
C -5.5050 -0.0818 -0.5793
N -4.4496 -1.0482 -0.3147
C -3.3696 -0.8675 0.4433
S -2.0232 -1.9102 0.1602
N -3.3113 0.0667 1.3745
C -4.3912 0.7130 2.1014
H -5.6639 -0.0215 -1.6546
H -5.2098 0.9018 -0.2240
H -6.4454 -0.3684 -0.1061
H -4.4002 -1.8442 -0.9286
H -2.3875 0.1338 1.7974
H -5.3321 0.1896 1.9499
H -4.5053 1.7594 1.8112
H -4.1476 0.6840 3.1639
C 3.5630 -0.2995 -1.2865
Si 1.7229 -0.4461 -1.7908
C 1.6322 0.9252 -3.2169
C 2.9913 0.9910 -3.9297
C 0.5617 0.5892 -4.2605
C 1.3553 2.3111 -2.6273
C 1.5853 -2.2955 -2.4711
C 2.4800 -2.4368 -3.7063
C 2.0676 -3.3087 -1.4311
C 0.1395 -2.6313 -2.8489
H 4.1906 -0.6236 -2.1172
H 3.8184 -0.9217 -0.4267
H 3.8409 0.7258 -1.0497
H 3.3505 0.0179 -4.2624
H 3.7537 1.4459 -3.2974
H 2.8813 1.6206 -4.8181
H 0.8700 -0.2529 -4.8813
H 0.4045 1.4463 -4.9238
H -0.3969 0.3483 -3.8057
H 1.9026 2.4809 -1.6944
H 0.2958 2.4529 -2.4363
H 1.6644 3.0827 -3.3385
H 3.5342 -2.3331 -3.4444
H 2.2339 -1.7182 -4.4856
H 2.3436 -3.4368 -4.1309
H 3.0244 -3.0242 -0.9877
H 2.2071 -4.2815 -1.9124
H 1.3350 -3.4385 -0.6369
H -0.2086 -2.0090 -3.6749
H -0.5285 -2.4925 -1.9967
H 0.0710 -3.6779 -3.1633
*
```


[6]
Entry from OMol25: a 2-piece molecular cluster, C12H24NO4P overall at a distorted geometry (wB97M-V/def2-TZVPD).

Output
LUMO energy: -2.44 eV
Relative energy (zero: lowest compared OMol25 entry of this formula, charge and spin): 944.6 kJ/mol
E_HOMO: -5.02 eV

```
! RIJCOSX wB97M-V def2-TZVPD def2/J DEFGRID3
* xyz 0 1
C -2.3966 0.5327 -2.2961
C -2.3614 1.9707 -1.4924
O -3.0815 2.0177 -0.3410
O -1.5623 3.1612 -1.9331
C -0.1611 2.7881 -1.5453
C 0.5784 2.3228 -2.9282
C 1.9688 1.4823 -2.7435
C 2.2037 0.8162 -1.2671
N 1.3774 -0.4281 -0.9865
C 1.1612 -1.4744 -1.8848
C 0.2451 -2.6756 -1.1776
C 0.6771 -2.4142 0.4166
C 0.6545 -0.7575 0.3023
P 0.9633 0.2893 1.8715
C 1.0754 -0.8110 3.4329
O -0.5146 1.2362 2.1169
H -3.4984 0.0793 -2.3666
H -1.7549 -0.3129 -1.7605
H -2.0254 0.6149 -3.4137
H -0.2799 1.9553 -0.7308
H 0.4208 3.7300 -1.1221
H 0.8640 3.3222 -3.5146
H -0.1720 1.7458 -3.6178
H 2.8773 2.2242 -2.9326
H 2.0499 0.6514 -3.5943
H 3.3413 0.4560 -1.2417
H 2.1163 1.6334 -0.4208
H 1.5435 -1.5665 -3.0019
H 0.9064 -3.6319 -1.4124
H -0.8959 -2.7272 -1.4334
H 1.7580 -2.7845 0.7333
H -0.2483 -2.7905 1.0338
H -0.5020 -0.5677 0.0809
H 0.5178 -0.2222 4.3048
H 0.5362 -1.8318 3.2379
H 2.2086 -0.9078 3.7107
H -1.2985 0.6107 2.0280
C -1.8438 -1.5653 5.1473
O -1.3381 -2.1872 4.0927
H -2.8630 -1.1542 5.0510
H -1.9463 -2.1496 6.0776
H -1.3010 -0.6804 5.5207
*
```